14
Properties=species:S:1:pos:R:3:nbo_charge:R:1 method="wB97M-V/def2-TZVPD" homo_ev=-8.71 orbital_gap_ev=9.6644 multiplicity=1 relative_energy_ev=2.759 total_energy_ha=-593.3868
C -1.53 1.76 -0.18 -0.225
C -1.26 0.59 -0.11 -0.009
C -0.43 -0.53 0.23 -0.369
C -0.95 -1.97 0.09 -0.618
S 1.15 -0.45 -0.85 0.147
C 1.85 1.21 -0.45 -0.716
H -1.96 2.67 0.00 0.224
H -0.06 -0.42 1.19 0.227
H -1.56 -1.93 -0.94 0.208
H -1.78 -2.26 0.72 0.233
H -0.08 -2.59 -0.06 0.234
H 2.29 1.45 -1.33 0.216
H 2.64 1.18 0.38 0.214
H 0.99 1.83 -0.20 0.235


14
Properties=species:S:1:pos:R:3:nbo_charge:R:1 method="wB97M-V/def2-TZVPD" homo_ev=-8.10 orbital_gap_ev=9.0311 multiplicity=1 relative_energy_ev=0.815 total_energy_ha=-593.4583
C 2.37 -0.38 -0.07 -0.447
C 0.99 -0.43 0.03 -0.132
C 0.21 0.89 0.11 -0.460
C -1.30 0.58 -0.17 -0.410
C -1.48 -0.87 0.13 -0.529
S -0.03 -1.92 -0.05 0.251
H 2.76 0.63 -0.07 0.194
H 3.08 -1.21 0.11 0.213
H 0.54 1.67 -0.66 0.228
H 0.40 1.47 1.03 0.227
H -1.47 0.76 -1.25 0.207
H -2.04 1.12 0.40 0.223
H -1.94 -1.01 1.11 0.212
H -2.10 -1.31 -0.66 0.224


16
Properties=species:S:1:pos:R:3:nbo_charge:R:1 method="wB97M-V/def2-TZVPD" homo_ev=-8.35 orbital_gap_ev=8.5584 multiplicity=1 relative_energy_ev=2.662 total_energy_ha=-295.9067
B -2.81 -0.27 -0.60 0.875
C -0.01 1.16 0.58 -0.612
C 0.85 1.44 -0.59 0.187
C 0.18 -0.31 1.04 -0.432
C 1.55 0.17 -0.88 -0.600
C 0.84 -0.99 -0.16 -0.418
O -3.49 -0.01 0.34 -0.795
H -2.19 -0.51 -1.53 -0.083
H -1.03 1.35 0.25 0.265
H 0.85 -0.34 1.91 0.207
H -0.76 -0.77 1.32 0.218
H 1.75 0.01 -1.94 0.242
H 2.52 0.37 -0.41 0.271
H 1.51 -1.79 0.12 0.217
H 0.07 -1.40 -0.82 0.191
H 0.18 1.89 1.37 0.267


16
Properties=species:S:1:pos:R:3:nbo_charge:R:1 method="wB97M-V/def2-TZVPD" homo_ev=-8.84 orbital_gap_ev=9.3430 multiplicity=1 relative_energy_ev=0.429 total_energy_ha=-295.9888
O -3.34 -0.29 -0.24 -0.881
B -2.44 0.63 0.14 0.782
C -0.68 0.25 0.03 -0.277
C 0.23 1.20 0.02 -0.172
C 1.64 0.70 -0.08 -0.453
C 1.43 -0.78 0.37 -0.384
C 0.02 -1.03 -0.27 -0.446
H -4.29 -0.14 -0.12 0.507
H -2.54 1.77 0.55 -0.110
H -0.02 2.15 0.30 0.195
H 2.04 0.73 -1.10 0.203
H 2.22 1.36 0.52 0.212
H 2.32 -1.27 -0.05 0.206
H 1.28 -0.89 1.44 0.202
H -0.46 -1.98 0.15 0.212
H 0.22 -1.07 -1.35 0.204


20
Properties=species:S:1:pos:R:3:mulliken_spin:R:1 method="wB97M-V/def2-TZVPD" homo_ev="-6.32 / -6.64" s2=0.75 orbital_gap_ev="6.4654 / 6.2155" multiplicity=2 relative_energy_ev=0.000 total_energy_ha=-711.6613
O 0.32 1.60 -0.73 -0.023
C 0.95 0.92 -1.75 -0.004
C 0.88 -0.58 -1.53 0.012
O -0.43 -0.92 -1.07 -0.045
C -1.45 -0.97 -2.06 0.046
Be -0.80 -1.05 0.66 0.786
H 2.01 1.17 -1.99 -0.001
H 0.42 1.16 -2.69 -0.001
H 1.59 -0.91 -0.76 0.036
H 1.12 -1.13 -2.45 -0.007
H -2.30 -1.53 -1.66 -0.055
H -1.80 0.06 -2.25 0.025
H -1.05 -1.43 -2.98 0.018
O 0.56 2.15 2.99 0.001
C 0.30 1.33 3.93 -0.008
C -0.09 -0.06 3.42 0.021
O -0.12 -0.22 2.03 0.194
Mg 0.32 1.46 1.13 0.005
H -1.07 -0.29 3.89 -0.005
H 0.63 -0.76 3.88 0.005


16
Properties=species:S:1:pos:R:3:mulliken_spin:R:1 method="wB97M-V/def2-TZVPD" homo_ev="-12.05 / -14.22" s2=2.02 orbital_gap_ev="8.8475 / 8.2680" multiplicity=3 relative_energy_ev=0.452 total_energy_ha=-2824.1968 total_charge=+1
C -0.92 1.79 0.24 -0.070
C 0.02 2.59 -0.14 0.880
C -1.03 0.24 0.17 0.095
C 1.39 0.20 -0.59 0.829
C -0.03 -1.88 0.04 0.027
N 0.29 -0.43 0.25 -0.020
Br 3.06 -0.03 0.06 0.158
H -1.94 2.12 0.52 0.070
H 1.05 2.90 -0.45 0.024
H -1.75 -0.11 0.98 -0.002
H -1.66 -0.16 -0.68 -0.010
H 1.17 -0.10 -1.67 0.016
H 0.73 -2.44 0.55 -0.003
H -0.94 -2.29 0.50 0.005
H -0.01 -1.91 -1.02 0.000
H 0.58 -0.50 1.23 0.002